The following is a quantum chemistry calculation of a cluster of 15 separate species, C4H41N3O14 in total in a non-equilibrium geometry, from the Open Molecules 2025 dataset.

Results
Kohn-Sham gap	9.08	eV
relative energy (zero: lowest compared OMol25 entry of this formula, charge and spin)	3.775	eV
HOMO energy	-9.0	eV
total energy	-1394.49013	a.u.

Structure (XYZ):
```
62
C4H41N3O14, DFT ωB97M-V with the def2-TZVPD basis set
C -0.99342 -0.82496 1.75977
C -0.33579 0.35000 2.55657
C 0.74552 1.07062 1.63365
N 0.54803 1.20538 0.19834
N -0.12715 -1.60297 0.95014
C -0.85601 -2.30207 -0.17275
N -0.34660 -2.05956 -1.48056
H -1.83770 -0.26908 1.07594
H -1.51584 -1.46655 2.52556
H -0.05267 0.06639 3.59570
H -1.09154 1.01043 2.80224
H 1.69903 0.55927 1.65231
H 0.84457 2.03685 2.13732
H 0.46093 2.12790 -0.08372
H -0.26455 0.57055 -0.11454
H 0.61102 -1.06368 0.53078
H -0.49133 -3.36444 0.07111
H -1.97422 -2.16079 -0.10515
H 0.44690 -2.65484 -1.70196
H -0.12832 -1.07427 -1.46106
H -2.91606 -3.15641 1.21928
H -2.77000 -3.02407 2.69170
O -3.11543 -2.63419 1.95487
H -1.78806 2.07299 -1.49682
H -0.74079 2.06684 -2.52049
O -1.04286 2.62466 -1.81681
H -1.34229 -0.06858 -3.94663
H -0.02832 -0.01990 -3.08256
O -0.94322 0.33223 -3.21821
H 3.12811 -0.23178 3.31096
H 3.82279 -1.52411 3.16664
O 3.62290 -0.74930 2.68263
H 4.44982 0.84743 -0.49937
H 3.47448 -0.23231 0.14944
O 3.58835 0.31239 -0.63304
H -3.53338 0.13887 -1.11846
H -2.09765 0.06219 -1.93712
O -2.64695 0.51608 -1.34515
H 1.01257 -3.10618 1.96988
H 1.99455 -4.17327 1.64888
O 1.32115 -3.97104 2.24677
H 2.10442 0.36607 -3.30558
H 2.17449 0.30176 -1.73255
O 1.81901 -0.05192 -2.56533
H -0.89484 -3.01007 4.25404
H 0.00293 -3.82532 3.20309
O -0.90527 -3.70103 3.48813
H -2.26032 3.22342 3.48668
H -1.50182 3.86409 2.33311
O -1.53713 3.67644 3.26320
H 2.93381 2.11965 -3.41229
H 1.68167 2.76432 -4.08190
O 2.34654 2.03571 -4.26562
H 1.15207 3.90685 -2.02341
H 1.86801 2.82813 -1.42224
O 2.00191 3.44136 -1.98873
H -1.55614 3.40757 -0.03993
H -1.61908 4.91390 0.12051
O -1.68796 4.01781 0.68267
H -0.96551 -2.29315 -3.45690
H -2.42281 -2.13158 -4.05005
O -1.52450 -2.09078 -4.28298
```

***

The following is a quantum chemistry calculation of a cluster of 16 separate species, C4H41NO15 in total in a non-equilibrium geometry, from the Open Molecules 2025 dataset.

Results
Kohn-Sham gap	9.63	eV
relative energy (zero: lowest compared OMol25 entry of this formula, charge and spin)	6.717	eV
HOMO energy	-9.8	eV
total energy	-1360.16717	a.u.

Structure (XYZ):
```
61
C4H41NO15, DFT ωB97M-V with the def2-TZVPD basis set
C -0.74907 1.23971 0.50392
N -1.57605 1.11381 -0.72423
C -0.36649 2.94571 -2.21990
C -1.66057 2.48104 -1.48993
C -1.98619 3.67518 -0.65672
H -1.17957 1.83829 1.30326
H 0.33769 1.60279 0.33912
H -0.61016 0.23751 0.93103
H -1.13552 0.47677 -1.37716
H -0.36455 2.94938 -3.28243
H 0.34544 2.38001 -1.71471
H -0.10473 4.08674 -1.92873
H -2.62465 2.27394 -2.21611
H -1.06400 4.33965 -0.47674
H -2.49970 3.54142 0.21354
H -2.63578 4.38469 -1.05948
H 0.51642 -0.98671 -4.53943
H 0.10872 -0.14019 -3.38209
O 0.04079 -1.08355 -3.74335
H -1.40666 -0.87900 3.49625
H -2.96348 -0.51234 3.76114
O -2.04133 -0.08803 3.74535
H -0.05485 2.22726 3.36956
H -0.61186 0.97083 4.22877
O 0.23389 1.40633 3.83555
H 3.37153 0.33776 1.94886
H 2.20168 -0.00447 1.37941
O 3.11784 0.23970 0.95707
H -1.46248 -4.86831 -0.20913
H -2.67973 -4.25438 0.18757
O -1.86759 -4.48761 0.59557
H 1.39291 -0.53212 3.62739
H 1.86011 0.84247 3.52579
O 2.23819 -0.08692 3.43884
H -4.06277 0.79644 1.50276
H -3.05813 0.64433 0.46739
O -3.74951 0.13716 1.00236
H -1.38769 -2.53222 -1.26057
H -0.39102 -2.43642 -2.55605
O -0.51589 -2.77770 -1.57279
H 1.16770 -4.55987 0.15836
H 1.19082 -3.36765 0.89719
O 1.61749 -4.17940 0.90896
H 3.23271 -2.04188 -0.71470
H 2.11127 -2.33045 -1.70595
O 3.02183 -2.22131 -1.69655
H 2.93758 1.56303 -1.31860
H 2.98813 1.56164 0.10038
O 2.52933 2.15784 -0.66613
H -0.19408 -2.10303 2.23352
H -0.30923 -2.78023 3.67860
O -0.33722 -1.92084 3.17769
H -2.36149 -1.10824 -2.85643
H -3.17129 -2.17008 -2.15328
O -2.49609 -2.04271 -2.69530
H 2.47971 0.33856 -4.19800
H 2.95054 -0.66056 -3.03567
O 2.54506 0.22552 -3.26760
H 0.58903 4.53567 -0.73752
H 1.72372 4.21261 -0.11734
O 1.21746 5.00650 -0.05272
```

***

The following is a quantum chemistry calculation of a cluster of 18 separate species, C4H42BBrO22S in total in a non-equilibrium geometry, from the Open Molecules 2025 dataset.

Results
Kohn-Sham gap	10.49	eV
HOMO energy	-10.6	eV
total energy	-4829.99625	a.u.

Structure (XYZ):
```
71
C4H42BBrO22S, DFT ωB97M-V with the def2-TZVPD basis set
O 0.68942 0.46553 -2.24138
S 0.54676 0.55810 -0.83914
O 1.40419 1.48546 -0.20660
O 0.81189 -0.86970 -0.20511
C 0.01027 -1.17785 0.97222
C -0.43913 0.01000 1.76630
C -1.40549 0.90615 1.00901
Br -3.20579 0.23310 1.28092
C -1.15222 0.93106 -0.51223
B -1.43663 2.35683 -1.17564
O -2.41502 2.42987 -2.13020
O -0.75525 3.45939 -0.80449
H 0.64289 -1.77881 1.61010
H -0.83218 -1.80618 0.71237
H -0.98519 -0.39176 2.61081
H 0.38386 0.57142 2.18486
H -1.32631 1.89244 1.43458
H -1.75991 0.16575 -0.97548
H -2.16517 1.88538 -2.90279
H -0.18196 3.79490 -1.52014
O 3.30709 3.61338 0.93805
H 2.77326 2.81337 0.87781
H 3.81661 3.61595 0.11889
O -6.22008 1.84987 1.93159
H -5.28966 1.60885 1.83916
H -6.56630 1.84275 1.03373
O 3.23717 -2.47630 1.19265
H 4.06530 -2.07417 0.89998
H 2.55321 -1.93738 0.77936
O 1.53318 -4.55031 -0.59517
H 1.25459 -4.12998 -1.41984
H 2.07465 -3.88292 -0.15404
O -3.17812 -1.92099 3.84609
H -4.10463 -2.02737 4.08664
H -2.79427 -2.79453 3.98671
O 5.87798 4.21121 -1.05045
H 6.31398 4.58835 -0.27854
H 6.59165 3.81823 -1.56339
O -1.76855 -3.68691 6.02368
H -1.49631 -3.52085 6.93379
H -2.10810 -4.58857 6.04683
O -3.08178 5.79384 -1.64529
H -3.14965 5.58785 -2.58393
H -2.50000 5.10748 -1.29448
O -4.60779 -0.95873 -1.30398
H -5.11926 -1.77308 -1.36235
H -5.26657 -0.26975 -1.16704
O 1.07980 -4.63795 -3.50166
H 0.92762 -4.92259 -4.40903
H 1.62013 -5.34220 -3.11252
O 4.90912 -0.84969 2.98758
H 4.34034 -1.62863 3.00986
H 4.31201 -0.11226 3.15234
O 2.27228 -6.98753 -2.33205
H 2.54596 -6.74770 -1.43749
H 1.93415 -7.88542 -2.25821
O -3.58538 -2.95804 7.91668
H -3.37629 -2.52718 7.07863
H -3.90204 -2.25306 8.49120
O -0.55331 7.55669 -1.16164
H -0.05533 7.24670 -1.92708
H -1.38046 7.05862 -1.19224
O 1.35499 -2.46139 -5.58528
H 0.65551 -2.91607 -6.06452
H 1.55403 -3.02768 -4.82787
O 4.18619 -4.01477 -3.38471
H 3.64733 -4.81151 -3.35721
H 3.56289 -3.29666 -3.23309
O 0.52277 8.46625 -3.61901
H 0.70107 8.96882 -4.41995
H 0.14999 9.10291 -2.99721
```

***

The following is a quantum chemistry calculation of a structure of composition C4H4AgLiMgO2 in a non-equilibrium geometry, from the Open Molecules 2025 dataset.

Results
Kohn-Sham gap	3.13	eV
charge	+2
relative energy (zero: lowest compared OMol25 entry of this formula, charge and spin)	0.000	eV
HOMO energy	-13.0	eV
total energy	-659.22598	a.u.

Structure (XYZ):
```
13
C4H4AgLiMgO2, DFT ωB97M-V with the def2-TZVPD basis set
O 0.01049 2.42953 1.99050
C -0.51498 2.16341 0.92026
C -0.98386 1.76623 -0.18288
Ag 2.34426 3.40592 2.48648
Li -1.11565 2.50911 3.60155
H -1.38437 2.44749 -0.94558
C -0.06323 -2.61289 -1.32691
C 1.20744 -2.17659 -1.21274
O -1.14955 -2.01430 -0.87780
H -0.25342 -3.53814 -1.89379
H 2.01709 -2.75044 -1.66352
H 1.46647 -1.34755 -0.54670
Mg -1.58070 -0.28178 -0.34887
```

***

The following is a quantum chemistry calculation of a structure of composition C4H4AlLiO5 in a non-equilibrium geometry, from the Open Molecules 2025 dataset.

Results
Kohn-Sham gap (spin up / spin down)	6.32 / 7.96	eV
charge	+2
relative energy (zero: lowest compared OMol25 entry of this formula, charge and spin)	2.752	eV
HOMO energy (spin up / spin down)	-18.4 / -19.6	eV
total energy	-780.21741	a.u.

Structure (XYZ):
```
15
C4H4AlLiO5, DFT ωB97M-V with the def2-TZVPD basis set
O -0.58344 1.54827 -2.35197
C -1.20918 1.48439 -1.23345
C -0.17248 -0.39935 -2.61697
O -1.10266 2.27566 -0.29619
O -1.80901 0.30610 -1.00834
C -1.57137 -0.66176 -2.03450
H 0.19866 -1.36823 -2.97608
H -0.02623 0.03252 -3.61054
H -1.62551 -1.63799 -1.54124
H -2.33899 -0.58692 -2.81286
O 1.87970 -1.50471 -0.86418
C 1.15953 -0.48320 -1.09181
O 1.69909 0.65633 -0.74363
Li 0.90576 2.41094 -0.71428
Al 3.05972 -0.25775 -0.39710
```

***

The following is a quantum chemistry calculation of a structure of composition C4H4AlO2 in a non-equilibrium geometry, from the Open Molecules 2025 dataset.

Results
Kohn-Sham gap (spin up / spin down)	8.33 / 7.67	eV
charge	+3
relative energy (zero: lowest compared OMol25 entry of this formula, charge and spin)	4.720	eV
HOMO energy (spin up / spin down)	-24.4 / -24.1	eV
total energy	-546.04984	a.u.

Structure (XYZ):
```
11
C4H4AlO2, DFT ωB97M-V with the def2-TZVPD basis set
C 1.74937 0.37114 -0.58608
O 1.26234 0.03170 -1.73802
H 1.97137 -0.12073 -2.37752
C 0.69433 0.87769 0.63496
C 0.09633 -0.43167 0.40807
C -1.21453 -0.58302 0.15600
O -2.33583 -0.33031 0.50973
Al -3.56387 -0.83965 1.11200
H 1.34669 0.92638 1.51713
H 0.05922 1.73371 0.37632
H -0.06542 -1.63526 -0.01259
```

***

The following is a quantum chemistry calculation of a structure of composition C4H4AuCl2InN2O4 in a non-equilibrium geometry, from the Open Molecules 2025 dataset.

Results
Kohn-Sham gap (spin up / spin down)	5.73 / 3.38	eV
charge	+4
relative energy (zero: lowest compared OMol25 entry of this formula, charge and spin)	0.263	eV
HOMO energy (spin up / spin down)	-23.7 / -23.8	eV
total energy	-1809.55066	a.u.
2S+1	3

Structure (XYZ):
```
18
C4H4AuCl2InN2O4, DFT ωB97M-V with the def2-TZVPD basis set
In 0.42452 -0.23408 -4.29518
Au 0.91864 -0.34688 -1.46264
Cl -1.50321 0.78768 -3.33307
Cl 2.49449 0.34913 -3.07614
C -0.49689 -0.73039 -0.17929
C -0.17704 1.58075 -7.93004
C 0.42681 -1.03838 -6.80077
O -1.50735 -1.19490 0.13920
O -0.33584 1.78684 -9.04304
O 0.48869 -1.77594 -7.68293
N -0.84427 0.89942 3.48331
C -0.07331 0.21012 2.60020
N 0.57098 -0.89899 3.05534
O -0.03800 0.54878 1.38849
H -0.82067 0.77358 4.48144
H -1.38666 1.68428 3.15185
H 1.15508 -1.36664 2.37326
H 0.71843 -1.00967 4.05330
```

***

The following is a quantum chemistry calculation of a structure of composition C4H4BO10Rb in a non-equilibrium geometry, from the Open Molecules 2025 dataset.

Results
Kohn-Sham gap	8.18	eV
relative energy (zero: lowest compared OMol25 entry of this formula, charge and spin)	0.000	eV
HOMO energy	-9.4	eV
total energy	-956.38768	a.u.

Structure (XYZ):
```
20
C4H4BO10Rb, DFT ωB97M-V with the def2-TZVPD basis set
Rb 3.62110 -0.99385 2.07340
O -5.08390 -0.24085 -0.79560
C -3.87590 -0.37485 -0.78160
O -3.09990 -0.31785 0.22340
B -1.71290 -0.29585 -0.32960
O -1.90290 -0.33685 -1.77260
C -3.13890 -0.35885 -1.96860
O -3.62790 -0.31985 -3.06760
O -0.97590 -1.43085 0.20140
C 0.11610 -0.96285 0.61740
O 1.02110 -1.67785 1.05840
C 0.02010 0.42415 0.66040
O -1.01090 0.86215 0.10140
O 0.83710 1.12015 1.16840
O 3.09010 1.83115 2.24740
H 2.20610 1.46215 2.09640
H 3.43110 1.99115 1.39340
O 3.31410 -0.00785 -0.67460
H 2.64410 -0.27985 -1.32660
H 4.12810 -0.09285 -1.12460
```

***

The following is a quantum chemistry calculation of a structure of composition C4H4Br12 in a non-equilibrium geometry, from the Open Molecules 2025 dataset.

Results
Kohn-Sham gap	9.80	eV
relative energy (zero: lowest compared OMol25 entry of this formula, charge and spin)	0.692	eV
HOMO energy	-10.4	eV
total energy	-31042.90454	a.u.

Structure (XYZ):
```
20
C4H4Br12, DFT ωB97M-V with the def2-TZVPD basis set
C 21.41067 17.48809 24.33378
Br 20.29907 15.85868 24.42032
Br 22.55958 17.47011 22.70587
Br 22.46454 17.65142 26.01387
H 20.77613 18.36467 24.20310
C 12.90989 19.14151 28.27514
Br 11.34957 19.59479 27.19451
Br 12.83100 20.16852 29.94538
Br 14.62397 19.34170 27.31560
H 12.84166 18.12424 28.66066
C 10.97133 12.29622 28.41220
Br 12.50730 12.74950 27.27936
Br 9.35399 12.97059 27.59269
Br 11.12144 12.98075 30.27060
H 10.90824 11.21096 28.49182
C 17.80972 16.13504 32.76085
Br 16.27088 16.32686 34.02671
Br 18.29553 14.24655 32.51088
Br 19.49256 17.18803 33.23175
H 17.41894 16.53591 31.82560
```

***

The following is a quantum chemistry calculation of an isolated molecule of C4H4Br2S in a non-equilibrium geometry, from the Open Molecules 2025 dataset.

Results
Kohn-Sham gap (spin up / spin down)	6.96 / 7.70	eV
relative energy (zero: lowest compared OMol25 entry of this formula, charge and spin)	0.000	eV
HOMO energy (spin up / spin down)	-6.4 / -9.7	eV
total energy	-5700.88721	a.u.
2S+1	3

Structure (XYZ):
```
11
C4H4Br2S, DFT ωB97M-V with the def2-TZVPD basis set
C -0.96527 -0.10292 -0.60512
C -0.95967 -1.13195 0.55083
C 0.92066 0.57888 0.66179
C 0.30689 0.61181 -0.70862
S 0.53204 -1.07042 1.40665
Br -2.30066 -2.38121 1.03271
Br 1.66951 -0.25224 -1.91676
H -1.73843 -0.12215 -1.37931
H 2.05219 1.03426 0.80025
H 0.41187 1.32107 1.34126
H 0.07088 1.51487 -1.18369
```

***

The following is a quantum chemistry calculation of an isolated molecule of C4H4BrN in a non-equilibrium geometry, from the Open Molecules 2025 dataset.

Results
Kohn-Sham gap	8.29	eV
relative energy (zero: lowest compared OMol25 entry of this formula, charge and spin)	1.937	eV
HOMO energy	-8.8	eV
total energy	-2783.48271	a.u.
SMILES	C=CC(Br)=C=N

Structure (XYZ):
```
10
C4H4BrN, DFT ωB97M-V with the def2-TZVPD basis set
C -1.67345 -0.59304 -1.07953
C -0.42670 -0.10986 -1.04522
C 0.52479 -0.04314 0.13791
Br 2.20185 -1.33565 -0.09448
C 0.86940 0.69404 1.16134
N 1.31257 1.43308 2.00971
H -2.19316 -0.49289 -2.03189
H -2.11405 -1.14056 -0.18835
H 0.10117 0.29198 -1.89961
H 1.39759 1.29607 3.03013
```

***

The following is a quantum chemistry calculation of an isolated molecule of C4H4BrN in a non-equilibrium geometry, from the Open Molecules 2025 dataset.

Results
Kohn-Sham gap	8.16	eV
relative energy (zero: lowest compared OMol25 entry of this formula, charge and spin)	2.841	eV
HOMO energy	-7.9	eV
total energy	-2783.44949	a.u.
SMILES	CN=C=C=CBr

Structure (XYZ):
```
10
C4H4BrN, DFT ωB97M-V with the def2-TZVPD basis set
C -0.49329 2.45087 -0.47719
N 0.00265 0.95101 -0.23184
C 0.23178 -0.23947 -0.03741
C 0.77434 -1.48873 0.16619
C 0.68642 -2.72208 0.52754
Br -0.97108 -3.71262 0.98093
H -0.67465 2.84916 0.51132
H 0.31255 2.93871 -1.00498
H -1.39969 2.35542 -1.06228
H 1.53097 -3.38227 0.62772
```